(1)
{
  "formula": "C21H33Cl2N8NaO2S",
  "method": "ωB97M-V/def2-TZVPD",
  "energy_ev": -78628.2254,
  "lumo_ev": 0.114,
  "homo_lumo_gap_ev": 8.017,
  "spin_multiplicity": 1,
  "charge": 0,
  "homo_ev": -7.903,
  "de_lowest_kj_mol": 0.00,
  "elements": ["Na", "N", "C", "C", "N", "C", "C", "N", "C", "C", "N", "H", "H", "H", "H", "H", "H", "H", "H", "H", "H", "H", "H", "H", "H", "H", "H", "H", "H", "N", "N", "C", "N", "S", "H", "H", "H", "H", "H", "Cl", "C", "C", "C", "C", "C", "Cl", "C", "N", "C", "C", "C", "C", "C", "C", "C", "C", "O", "O", "H", "H", "H", "H", "H", "H", "H", "H", "H", "H"],
  "coordinates": [[-1.38681, -0.91679, -0.17892], [-3.11151, -2.27073, -1.28662], [-4.08832, -2.32620, -0.21517], [-4.63476, -0.92898, 0.10137], [-3.60595, 0.09084, 0.29844], [-3.53452, 0.60510, 1.65622], [-3.01819, -0.40669, 2.66872], [-1.68475, -0.87342, 2.31024], [-3.58873, 1.16415, -0.69655], [-2.18204, 1.65561, -1.04453], [-1.48444, 0.72926, -1.93438], [-3.53291, -2.10200, -2.19059], [-2.53481, -3.10226, -1.34823], [-3.57856, -2.72545, 0.66572], [-4.94656, -2.98031, -0.42383], [-5.26798, -0.99807, 0.99427], [-5.30264, -0.61524, -0.70813], [-4.51359, 0.98290, 1.99846], [-2.85910, 1.46544, 1.65230], [-3.68372, -1.27446, 2.69516], [-3.06850, 0.05548, 3.66387], [-1.32808, -1.53409, 2.98953], [-1.00888, -0.11252, 2.28675], [-4.19305, 2.02136, -0.35801], [-4.05736, 0.79522, -1.61011], [-1.58932, 1.75067, -0.12958], [-2.25340, 2.67127, -1.45407], [-0.47708, 0.79509, -1.82030], [-1.70711, 0.91940, -2.90149], [-0.69691, -3.51611, 0.63519], [0.26522, -4.43808, 0.17418], [0.71141, -4.32954, -1.10721], [1.81147, -5.06959, -1.37192], [-0.00575, -3.41989, -2.30234], [-0.15316, -2.71149, 0.96964], [-1.17973, -3.94021, 1.41715], [0.98431, -4.66264, 0.85014], [2.35954, -5.49397, -0.64283], [2.22711, -4.95186, -2.27716], [0.60778, 2.30405, 2.69076], [2.29870, 2.64115, 2.39269], [3.10693, 2.83316, 3.49223], [4.44628, 3.14140, 3.31375], [4.93106, 3.27779, 2.02768], [4.10323, 3.09567, 0.92999], [4.82144, 3.36698, -0.63248], [2.75287, 2.73425, 1.06216], [1.85526, 2.53443, 0.02630], [2.23418, 2.02076, -1.26502], [2.02501, 2.82139, -2.37576], [2.29675, 2.34064, -3.64690], [2.76663, 1.04617, -3.80279], [2.95545, 0.23970, -2.69066], [2.69326, 0.70785, -1.40696], [2.84471, -0.20983, -0.22763], [1.49956, -0.66010, 0.36687], [1.46826, -1.70697, 1.04027], [0.50065, 0.07570, 0.11834], [2.67464, 2.73770, 4.47805], [5.09659, 3.28553, 4.16435], [5.96362, 3.54011, 1.84470], [1.05488, 1.99135, 0.34554], [1.66115, 3.82861, -2.22068], [2.14097, 2.97345, -4.51101], [2.97875, 0.65755, -4.79045], [3.29950, -0.77988, -2.81478], [3.41732, 0.26204, 0.57589], [3.40371, -1.10185, -0.50980]]
}

(2)
{
  "formula": "C21H33CoGeN4",
  "method": "ωB97M-V/def2-TZVPD",
  "energy_ev": -122412.3265,
  "lumo_ev": [3.033, 3.029],
  "homo_lumo_gap_ev": [4.858, 4.882],
  "spin_multiplicity": 2,
  "s2": 0.96,
  "charge": -1,
  "homo_ev": [-1.825, -1.852],
  "de_lowest_kj_mol": 86.25,
  "elements": ["Co", "C", "C", "N", "C", "C", "N", "C", "C", "N", "H", "H", "H", "H", "H", "H", "H", "H", "H", "H", "H", "H", "H", "H", "H", "C", "C", "C", "C", "N", "C", "C", "C", "C", "C", "C", "C", "H", "H", "H", "H", "H", "H", "H", "H", "C", "Ge", "C", "C", "C", "H", "H", "H", "H", "H", "H", "H", "H", "H", "H"],
  "coordinates": [[-0.80830, 0.08604, -0.11170], [2.97100, -0.52232, 0.36732], [2.29895, -0.33321, -1.01934], [1.24470, 0.70097, -1.04981], [1.63586, 2.04578, -0.62396], [0.56515, 2.67663, 0.28490], [0.00590, 1.71574, 1.25741], [0.79434, 1.54146, 2.49497], [2.13866, 0.80466, 2.32673], [2.10270, -0.43480, 1.55226], [3.77049, 0.20382, 0.48664], [3.47295, -1.48876, 0.33107], [1.82549, -1.26139, -1.32360], [3.09706, -0.13366, -1.72728], [0.78499, 0.71221, -1.94710], [1.80491, 2.71471, -1.46778], [2.58643, 1.97830, -0.10147], [-0.28287, 3.00236, -0.34495], [0.98596, 3.55579, 0.77556], [-0.93430, 1.98448, 1.46036], [0.18264, 0.99292, 3.20686], [1.02293, 2.50317, 2.95284], [2.51125, 0.61802, 3.33522], [2.85772, 1.49137, 1.88490], [1.18144, -0.72280, 1.35273], [-1.97108, -2.12991, 3.45675], [-2.26948, -3.42725, 2.90489], [-2.11425, -3.59244, 1.53268], [-1.65639, -2.55159, 0.72274], [-1.31662, -1.28998, 1.27701], [-1.52789, -1.13949, 2.62559], [-1.45884, -2.61396, -0.70741], [-1.61623, -3.78919, -1.47721], [-1.34331, -3.79007, -2.83702], [-0.90853, -2.60989, -3.45240], [-0.78012, -1.44717, -2.69651], [-1.04813, -1.38946, -1.32060], [-2.10020, -1.91444, 4.51399], [-2.62526, -4.23795, 3.52915], [-2.36209, -4.54206, 1.06983], [-1.34435, -0.14105, 3.03381], [-1.94195, -4.70835, -1.00544], [-1.46481, -4.69538, -3.41604], [-0.68955, -2.59706, -4.51578], [-0.47931, -0.55469, -3.21410], [-3.76011, 2.79326, -3.25967], [-1.95622, 2.49982, -2.49531], [-1.34609, 4.32962, -1.99242], [-0.80998, 2.16778, -4.09107], [-1.97900, 1.21374, -1.06386], [-3.74779, 3.58913, -4.02508], [-4.46735, 3.08327, -2.46131], [-4.13149, 1.86174, -3.72398], [-1.68985, 5.04197, -2.75711], [-0.24576, 4.39794, -1.93793], [-1.76004, 4.63783, -1.01995], [-0.94653, 2.99280, -4.80724], [-1.07793, 1.23157, -4.59058], [0.26307, 2.13233, -3.82524], [-2.96797, 0.75290, -1.12548]]
}

(3)
{
  "formula": "C21H33F9N2O7S5",
  "method": "ωB97M-V/def2-TZVPD",
  "energy_ev": -118255.6256,
  "lumo_ev": -0.271,
  "homo_lumo_gap_ev": 8.397,
  "spin_multiplicity": 1,
  "charge": 0,
  "homo_ev": -8.668,
  "elements": ["C", "C", "C", "C", "N", "C", "C", "C", "C", "C", "S", "C", "O", "O", "C", "C", "S", "O", "O", "C", "F", "F", "C", "F", "F", "C", "F", "F", "C", "F", "F", "F", "C", "N", "O", "S", "O", "O", "C", "S", "S", "C", "C", "C", "H", "H", "H", "H", "H", "H", "H", "H", "H", "H", "H", "H", "H", "H", "H", "H", "H", "H", "H", "H", "H", "H", "H", "H", "H", "H", "H", "H", "H", "H", "H", "H", "H"],
  "coordinates": [[-2.71753, 1.31112, 1.91731], [-3.95085, 1.93402, 1.25728], [-3.76039, 2.22875, -0.22524], [-3.61266, 0.96774, -1.09118], [-2.48530, 1.06892, -2.04467], [-1.19880, 0.98539, -1.33115], [0.01526, 0.72044, -2.22443], [1.18697, 1.61076, -1.82846], [1.63540, 1.35318, -0.39608], [3.10403, 1.65259, -0.08667], [3.56052, 3.35832, -0.68068], [2.19902, 4.45662, -0.32258], [3.82480, 3.30983, -2.09244], [4.67225, 3.81082, 0.12599], [3.34430, 1.65306, 1.41675], [3.16141, 0.25446, 2.00395], [2.33357, 0.35749, 3.59431], [2.04197, 1.72910, 3.90280], [3.00051, -0.37398, 4.63108], [0.63075, -0.38743, 3.30837], [0.20879, -0.06508, 2.06360], [-0.16171, 0.25516, 4.20179], [0.49930, -1.90532, 3.58414], [0.52907, -2.06293, 4.92771], [1.50789, -2.61492, 3.05313], [-0.84360, -2.51341, 3.06849], [-1.87778, -1.66903, 3.29243], [-1.06020, -3.63823, 3.80090], [-0.81296, -2.96032, 1.56473], [0.09035, -2.26140, 0.86241], [-2.02802, -2.72611, 1.03058], [-0.53931, -4.26014, 1.45698], [4.43589, -0.60878, 2.01094], [4.20649, -1.88091, 2.65138], [4.82680, -0.94122, 0.67137], [5.34349, 0.35539, -0.20715], [6.05221, -0.24528, -1.29192], [3.85788, 0.72884, -0.84101], [-2.61430, 0.02691, -3.00884], [-2.74283, 0.38378, -4.58667], [-2.57288, -1.64169, -2.42569], [-3.53233, -2.58154, -3.62711], [-2.75765, -3.75253, -4.22306], [-3.74894, -4.80234, -4.74758], [-2.49093, 0.34230, 1.48408], [-1.86245, 1.95606, 1.72253], [-2.87712, 1.18865, 2.98188], [-4.78834, 1.25400, 1.39939], [-4.16594, 2.86176, 1.77907], [-2.89457, 2.86990, -0.36096], [-4.62964, 2.76952, -0.58580], [-3.50328, 0.09382, -0.44592], [-4.52635, 0.80407, -1.65175], [-1.24478, 0.26537, -0.50936], [-1.04468, 1.95559, -0.86333], [0.29285, -0.33003, -2.17323], [-0.20948, 0.92619, -3.26528], [0.90230, 2.64473, -2.00579], [2.01345, 1.41513, -2.50588], [1.02304, 1.88472, 0.33007], [1.47646, 0.29437, -0.20158], [2.57671, 5.18264, 0.38364], [1.87613, 4.92509, -1.24257], [1.34812, 3.95583, 0.12676], [2.61435, 2.33521, 1.84145], [4.30120, 2.07499, 1.70060], [2.46169, -0.25487, 1.34151], [5.24901, -0.02885, 2.45652], [4.51300, -1.82320, 3.61429], [4.84447, -2.53682, 2.21438], [-4.42047, -2.93396, -3.11277], [-3.86200, -1.94823, -4.44181], [-2.16707, -3.41067, -5.06690], [-2.10017, -4.19414, -3.48164], [-4.46720, -5.02700, -3.96510], [-4.26945, -4.41711, -5.61584], [-3.21977, -5.71513, -4.99646]]
}